Record 1
The following is a quantum chemistry calculation of a 2-piece molecular cluster, C5H11O2 overall, from OMol25.

Calculated values
**HOMO-LUMO gap**: 7.64 eV
**Charge**: -1
**HOMO**: -0.1396 Eh

Atoms and positions in Å:
O (0.76720, 0.52380, 2.39003)
O (2.56149, -0.22078, 1.19508)
C (1.85731, 2.00139, 0.83062)
C (-1.41628, -0.86076, -0.22246)
C (-1.79260, -0.02993, -1.42408)
C (-0.30433, -1.84199, -0.42417)
C (1.71993, 0.67901, 1.59917)
H (-2.34633, -1.22618, 0.29339)
H (2.75819, 2.05385, 0.22846)
H (1.01844, 1.88650, 0.14196)
H (0.70889, -1.68574, 0.05407)
H (1.79856, 2.88895, 1.38125)
H (-1.65476, 1.00681, -1.16849)
H (-0.06761, -1.99053, -1.40693)
H (-1.08838, -0.24436, 0.60041)
H (-2.78331, -0.11926, -1.79704)
H (-1.12577, 0.01276, -2.24753)
H (-0.61063, -2.83354, -0.02371)

Atomic partial charges in e from the Löwdin method, atoms 1 to 6: -0.10, -0.16, -0.06, -0.31, -0.13, -0.12

=====

Record 2
The following is a quantum chemistry calculation of C49H58BrN6OSSbTi as an isolated structure, from OMol25.

Calculated values
**HOMO-LUMO gap (alpha / beta)**: 4.34 / 5.76 eV
**Charge**: 0
**HOMO (alpha / beta)**: -0.1821 / -0.2386 Eh
**Multiplicity**: 3

Atoms and positions in Å:
Sb (1.82492, -0.19012, -2.80439)
Br (-5.50968, 1.64908, 7.21191)
Ti (-0.80698, -0.47292, -0.64819)
S (-2.85948, -4.21622, 0.73121)
O (0.75902, -0.11382, 0.20491)
N (-1.36568, 1.22318, -1.65779)
N (-0.08588, 4.12088, 3.67591)
N (-1.77898, 0.48578, 0.80741)
N (-3.56928, 0.55298, -1.92279)
N (-1.03558, 4.55658, 4.37131)
N (-1.26268, -2.16812, 0.41571)
C (-2.43418, 2.74798, 2.27071)
C (-3.27548, -3.36172, -3.75809)
C (0.55932, -1.71242, 5.01901)
C (0.53912, 0.85798, 1.09261)
C (1.29882, 2.58688, 2.61001)
C (-1.90608, 3.65938, -2.92069)
C (-2.64198, -2.25892, -4.32189)
C (-2.89368, 2.69998, -2.78869)
C (1.98252, 0.82908, -4.85099)
C (1.12832, -2.78652, -4.41509)
C (-2.09098, -2.97982, -0.24549)
C (-0.01148, 3.02528, 2.89511)
C (-1.09458, 2.34738, 2.23291)
C (0.56432, -2.38802, 6.39511)
C (-4.33638, 3.79278, 5.73911)
C (-2.04558, 3.85548, 4.96041)
C (4.07872, -0.58632, -0.69219)
C (-3.10968, -3.62872, -2.41759)
C (-2.60138, 1.49428, -2.14259)
C (-0.37728, -1.91542, 2.71111)
C (2.94022, 0.14618, -5.80999)
C (1.57022, 1.53608, 1.76941)
C (-0.44138, 2.20458, -1.72599)
C (-3.41928, 1.93568, 1.72201)
C (-1.18208, -2.50852, 1.74261)
C (3.82382, 0.39528, -1.82699)
C (-3.32198, 4.43828, 5.07171)
C (1.74302, -3.10042, -2.03379)
C (0.57042, 0.80058, -5.41959)
C (3.59322, 1.78478, -1.24419)
C (-1.62658, -1.64682, -2.17519)
C (-0.36398, -2.38912, 4.01661)
C (-0.66068, 3.41168, -2.34759)
C (-2.00628, -4.07092, 3.41221)
C (-1.81428, 2.63358, 5.61361)
C (-2.29818, -2.78732, -1.63929)
C (-1.19548, -3.45882, 4.35251)
C (-2.81848, 2.00568, 6.31571)
C (-4.08418, 2.56968, 6.34051)
C (-3.05618, 0.78178, 1.05401)
C (-0.79458, 1.23858, 1.38871)
C (0.09472, -0.26272, 5.20321)
C (-1.98828, -3.60362, 2.11341)
C (2.39292, 2.28258, -4.65649)
C (2.11482, -2.38312, -3.32729)
C (1.99492, -1.74352, 4.47361)
C (3.51822, -2.76172, -3.77429)
C (-1.84868, -1.42832, -3.53779)
C (5.02442, 0.41948, -2.76059)
H (3.20042, -0.67992, -0.05419)
H (4.34672, -1.57082, -1.07069)
H (2.97152, 0.69398, -6.75339)
H (-5.32228, 4.23418, 5.79431)
H (-2.09728, 4.57638, -3.45259)
H (4.91032, -0.23462, -0.07979)
H (-4.43168, 0.65538, -2.43749)
H (2.78172, 1.76998, -0.51949)
H (1.68122, -4.17772, -2.20189)
H (-2.62828, 1.08028, 6.83891)
H (1.25872, -1.85802, 7.04661)
H (0.16972, 0.30008, 4.27631)
H (2.48472, -2.91402, -1.25819)
H (4.49302, 2.12518, -0.73079)
H (-1.40448, -0.55322, -4.00219)
H (0.76982, -2.74642, -1.65699)
H (2.10772, 3.10588, 3.10081)
H (0.23642, -0.22162, -5.57529)
H (-3.90768, -3.99342, -4.36539)
H (-3.21468, -0.40492, -1.83219)
H (-3.79418, 0.07968, 0.67421)
H (5.19962, -0.54892, -3.22359)
H (2.30602, -2.77492, 4.31221)
H (-0.41848, -2.35342, 6.86121)
H (3.94752, 0.11178, -5.40669)
H (1.17642, -3.86602, -4.57319)
H (3.82872, -2.18192, -4.63949)
H (-2.64178, -4.89832, 3.68871)
H (-2.76478, -2.05272, -5.37449)
H (-1.21378, -3.83872, 5.36031)
H (1.71172, 2.79178, -3.97509)
H (-0.94288, -0.25122, 5.52861)
H (0.52432, 2.00658, -1.27219)
H (4.24392, -2.62002, -2.97839)
H (-0.82528, 2.20468, 5.57981)
H (1.35832, -2.30912, -5.36529)
H (0.89162, -3.42382, 6.32491)
H (3.53522, -3.81652, -4.05549)
H (2.36652, 2.80648, -5.61529)
H (4.91012, 1.16098, -3.54699)
H (5.91712, 0.68488, -2.18869)
H (2.61672, -0.86652, -6.02809)
H (-4.45908, 2.20628, 1.81881)
H (3.35722, 2.51488, -2.01579)
H (2.67522, -1.27952, 5.18551)
H (2.59062, 1.21028, 1.63641)
H (3.40432, 2.36418, -4.26529)
H (0.53872, 1.31198, -6.38139)
H (-3.59888, -4.47442, -1.95179)
H (0.10862, -2.54052, -4.13119)
H (0.25802, -1.09582, 2.41601)
H (-3.50978, 5.38268, 4.58511)
H (-2.70788, 3.68388, 2.72381)
H (0.70602, 0.22878, 5.95731)
H (2.07602, -1.20872, 3.53091)
H (0.12932, 4.14248, -2.40359)
H (-3.88568, 2.86828, -3.17889)
H (-0.12358, 1.30908, -4.74759)

Atomic partial charges in e from the Löwdin method, atoms 1 to 6: 1.67, 0.69, 0.86, 1.13, -0.26, 0.00

=====

Record 3
The following is a quantum chemistry calculation of an isolated ion of composition C5H10N and charge +1, from OMol25.

Calculated values
**Structure (SMILES)**: C[NH2+]C1(C)C=C1
**HOMO-LUMO gap**: 11.37 eV
**Charge**: +1
**HOMO**: -0.5445 Eh

Atoms and positions in Å:
N (0.60392, 0.67679, -0.34877)
C (-0.45488, 0.05479, 0.33315)
C (-0.00783, -0.63238, 1.57639)
C (-1.63491, -0.40765, -0.46603)
C (-1.77356, 0.71078, 0.22688)
C (1.34218, -0.29397, -1.25808)
H (0.36382, 1.41027, -0.93393)
H (0.58102, -0.55388, -2.03950)
H (-0.98120, -0.66425, 2.20974)
H (2.09702, 0.45799, -1.59677)
H (-2.29754, 1.61962, 0.31543)
H (0.86875, -0.00008, 2.08415)
H (-1.92166, -0.99226, -1.31766)
H (1.69952, -1.01618, -0.47415)
H (0.39382, -1.67489, 1.37214)
H (1.12154, 1.30530, 0.31703)

Atomic partial charges in e from the Löwdin method, atoms 1 to 6: 0.00, -0.57, -0.02, 0.10, 0.09, 0.08

=====

Record 4
The following is a quantum chemistry calculation of C52H42F15GeN2OPRuS3Sb as an isolated structure, from OMol25.

Calculated values
**HOMO-LUMO gap (alpha / beta)**: 6.75 / 5.82 eV
**Charge**: +1
**HOMO (alpha / beta)**: -0.3847 / -0.4091 Eh
**Multiplicity**: 5

Atoms and positions in Å:
Sb (1.66894, 1.36699, 3.18778)
Ru (0.98544, 0.53879, -0.68142)
Ge (-3.28246, 0.41129, -1.15822)
S (0.98514, 2.77789, -1.14852)
S (3.06024, 0.89369, 0.37718)
S (-1.15056, -0.08681, -1.29452)
P (2.19874, -2.16401, -2.41462)
F (-3.30166, -0.36321, -3.94932)
F (-3.83566, -1.17411, 3.83838)
F (-2.93796, 5.20789, -3.48602)
F (-7.17256, 3.11069, -3.39992)
F (-5.41786, 0.92499, 4.57738)
F (-6.43176, -3.96391, -1.36052)
F (-5.59086, 5.22349, -4.10242)
F (-6.04706, 2.85769, 2.76668)
F (-4.53336, -2.38101, -5.38472)
F (-5.02556, 2.74339, 0.25118)
F (-2.91896, -1.31141, 1.24748)
F (-1.86986, 3.03479, -2.17602)
F (-5.19306, -1.95081, 0.00248)
F (-6.04236, 0.95739, -2.11812)
F (-6.05446, -4.20381, -4.04622)
O (1.81404, -1.49231, -1.12412)
N (2.81944, 5.89689, -0.85682)
N (5.56124, 3.37439, 1.22898)
C (-3.98256, 0.68329, 0.70658)
C (0.77764, -1.36501, 4.50398)
C (0.29654, -1.20181, 2.05698)
C (2.61974, -0.98291, -3.72772)
C (-3.16506, 3.06199, -2.52002)
C (-5.87106, 3.09459, -3.13282)
C (-4.21436, -1.15461, -1.96612)
C (-0.19676, -2.53191, -3.77352)
C (-1.09996, 2.00839, 1.87288)
C (4.80274, -4.50791, -0.41502)
C (-4.69546, -2.28011, -4.06562)
C (-3.70266, 4.16639, -3.17152)
C (-3.70016, -0.29411, 1.64488)
C (2.93784, -0.42831, -6.03622)
C (2.69084, 4.77059, -0.69152)
C (3.62754, -3.22191, -2.06762)
C (2.96864, 3.49479, 5.10148)
C (-5.02636, -2.06451, -1.31782)
C (-4.76676, 1.74969, 1.11008)
C (-1.43596, -4.58831, -3.75732)
C (-0.45206, -5.18271, -2.98302)
C (-0.02456, 3.96819, 2.99188)
C (3.75054, -3.67981, -0.75972)
C (-4.16146, -0.23161, 2.95258)
C (-5.66806, -3.08831, -2.00782)
C (1.30394, -0.92651, 3.15208)
C (2.60474, -1.35851, -5.06822)
C (2.18214, 1.48269, 6.36138)
C (4.59084, 3.05179, 0.70978)
C (2.48144, 3.39179, -0.49792)
C (4.55934, -3.58271, -3.03172)
C (4.24104, 1.34389, 4.93108)
C (-1.16376, 2.19989, 4.36828)
C (2.97304, 0.31149, -3.36852)
C (-1.30086, -3.26881, -4.16002)
C (-4.96126, 0.84609, 3.33318)
C (-5.27526, 1.83669, 2.40498)
C (2.88974, 1.98759, 5.13298)
C (5.61034, -4.41071, -2.67812)
C (0.79684, -3.14041, -3.01772)
C (3.30084, 0.86029, -5.67442)
C (0.67144, -4.46281, -2.61872)
C (-4.07716, -1.27631, -3.33622)
C (-0.37326, 2.49409, 3.11048)
C (3.38704, 2.59339, 0.14518)
C (3.32584, 1.23009, -4.33972)
C (-5.48466, -3.20501, -3.38412)
C (-3.94546, 1.97429, -2.18722)
C (2.63724, -1.57861, 2.83478)
C (-5.29256, 2.00859, -2.49462)
C (-5.06216, 4.17669, -3.48282)
C (5.73264, -4.87261, -1.37652)
H (3.26184, 3.86679, 4.11948)
H (3.56054, 1.57729, -6.43692)
H (6.34124, -4.70181, -3.41582)
H (0.40764, 4.35439, 3.91288)
H (2.90974, -0.70461, -7.07882)
H (-0.93106, 4.53929, 2.78888)
H (-2.29776, -5.16191, -4.06712)
H (-0.11886, -0.82011, 4.79118)
H (-0.60746, 2.48319, 5.25848)
H (0.67224, 4.15489, 2.17188)
H (2.02454, 3.94629, 5.39638)
H (3.61494, 2.23089, -4.06112)
H (4.16524, 0.25739, 4.91608)
H (1.45704, -4.91771, -2.03122)
H (2.97664, 0.58629, -2.31172)
H (-1.98106, 2.62689, 1.69618)
H (-1.43146, 0.97959, 1.98818)
H (4.46614, -3.21901, -4.04452)
H (0.56684, -0.69281, 1.10078)
H (-0.09876, -1.49131, -4.05332)
H (4.89734, -4.86941, 0.59858)
H (-0.55066, -6.20971, -2.66792)
H (3.01144, -3.37401, -0.03182)
H (4.89814, 1.61599, 5.75778)
H (2.71214, 1.85289, 7.23948)
H (2.53624, -2.66251, 2.89408)
H (1.16004, 1.84349, 6.42238)
H (-2.04786, -2.81551, -4.79112)
H (2.95754, -1.33141, 1.82338)
H (0.52734, -2.42471, 4.46658)
H (-1.43676, 1.14849, 4.44488)
H (-0.46406, 2.07719, 0.97848)
H (3.72544, 3.82499, 5.81298)
H (6.55104, -5.52571, -1.11342)
H (-0.70446, -0.89491, 2.34868)
H (2.31484, -2.36351, -5.34832)
H (-2.08396, 2.78539, 4.35858)
H (0.25734, -2.26971, 1.84288)
H (4.70684, 1.68859, 4.00708)
H (1.53164, -1.23441, 5.27418)
H (2.17604, 0.39929, 6.41608)
H (3.41794, -1.28391, 3.53498)

Atomic partial charges in e from the Löwdin method, atoms 1 to 6: 1.71, 0.58, 0.78, 0.68, 0.61, 0.30